{"formula": "C31H69N3O7", "method": "ωB97M-V/def2-TZVPD", "elements": ["O", "O", "O", "O", "O", "O", "O", "N", "N", "N", "C", "C", "C", "C", "C", "C", "C", "C", "C", "C", "C", "C", "C", "C", "C", "C", "C", "C", "C", "C", "C", "C", "C", "C", "C", "C", "C", "C", "C", "C", "C", "H", "H", "H", "H", "H", "H", "H", "H", "H", "H", "H", "H", "H", "H", "H", "H", "H", "H", "H", "H", "H", "H", "H", "H", "H", "H", "H", "H", "H", "H", "H", "H", "H", "H", "H", "H", "H", "H", "H", "H", "H", "H", "H", "H", "H", "H", "H", "H", "H", "H", "H", "H", "H", "H", "H", "H", "H", "H", "H", "H", "H", "H", "H", "H", "H", "H", "H", "H", "H"], "xyz": [[1.074, -7.969, 0.575], [0.672, -1.702, 2.227], [1.066, 4.231, -1.563], [1.732, -0.436, 7.667], [-4.636, 1.469, -1.009], [-1.162, -1.879, 0.158], [2.313, -2.202, 4.524], [-3.787, 2.554, -1.350], [1.725, 3.640, -0.465], [1.476, -6.898, -0.277], [2.446, -1.147, 5.462], [0.719, 5.201, 1.272], [-0.550, -5.607, 0.590], [0.983, -5.653, 0.324], [-4.414, 3.813, -1.026], [3.661, 3.238, -1.897], [3.243, 3.419, 1.891], [1.676, -5.378, 1.651], [-2.259, 3.549, -2.904], [-2.965, 4.901, -2.762], [1.767, 3.066, 1.869], [3.157, 3.854, -0.580], [1.653, -6.034, -2.483], [3.564, 5.353, -0.577], [-0.288, -7.611, -1.898], [1.180, -7.262, -1.691], [-1.148, -0.675, 0.924], [2.101, -8.416, -2.068], [-3.435, 4.985, -1.309], [0.942, 3.764, 0.775], [3.887, 3.135, 0.552], [-0.380, 3.042, 0.606], [-4.074, 2.134, -3.843], [-5.760, 4.058, -1.690], [0.235, -0.562, 1.508], [-3.150, 2.337, -2.652], [0.927, -4.760, -2.081], [1.322, -4.498, -0.624], [1.914, -1.579, 6.825], [-2.233, 1.103, -2.518], [-4.588, 3.934, 0.505], [4.650, 5.401, -0.552], [0.436, 5.816, 0.400], [3.564, 3.923, -2.739], [1.162, -4.693, 2.322], [4.722, 3.012, -1.789], [0.925, -2.008, 6.648], [-1.123, -5.333, -0.292], [-4.792, 4.944, 0.845], [-0.153, -4.861, -2.180], [-0.907, -6.738, -1.703], [-3.540, 1.652, -4.667], [3.946, 2.048, 0.428], [-5.370, 3.277, 0.903], [1.845, -6.293, 2.227], [3.156, 5.811, -1.479], [-5.761, 4.390, -2.732], [-0.781, 2.760, 1.580], [3.115, 5.902, 0.246], [1.600, 5.758, 1.585], [3.140, -8.173, -1.873], [2.326, -4.080, -0.528], [3.719, 2.874, 2.713], [-3.974, 5.898, -1.062], [-4.571, 3.015, -4.238], [0.673, -2.463, 1.635], [-0.621, -8.299, -1.126], [-2.503, 4.951, -0.744], [0.694, -3.632, -0.351], [4.926, 3.475, 0.568], [1.399, 3.290, 2.877], [3.101, 2.322, -2.086], [3.504, -0.881, 5.587], [-4.832, 1.392, -3.564], [-0.749, -4.783, 1.285], [1.800, -9.302, -1.501], [-1.256, 0.144, 0.217], [-6.396, 4.796, -1.194], [-0.098, 5.246, 1.988], [2.724, -5.892, -2.355], [-1.056, 3.615, -0.021], [0.994, -0.343, 0.749], [-0.153, 2.108, 0.085], [0.792, 3.518, -2.150], [-1.533, 0.956, -3.344], [1.646, 1.977, 1.804], [2.698, -5.006, 1.525], [-2.934, 0.266, -2.575], [1.931, -0.246, 5.124], [0.253, 0.278, 2.209], [3.417, 4.455, 2.203], [-1.707, 3.564, -3.848], [-1.910, -0.683, 1.705], [-0.401, -7.821, -2.962], [-4.088, 0.961, -0.402], [2.517, -0.338, 8.210], [-6.334, 3.126, -1.668], [-1.616, 1.124, -1.623], [1.888, -8.147, 1.050], [-0.878, -6.527, 1.067], [1.240, -3.939, -2.728], [-3.824, 4.979, -3.427], [1.385, -6.275, -3.521], [-2.225, 5.681, -2.948], [-3.668, 3.574, 0.977], [-1.419, -2.647, 0.676], [2.542, -2.322, 7.314], [1.915, -8.677, -3.112], [1.670, -1.923, 3.860], [-1.448, 3.531, -2.164]], "atomic_forces_ev_per_a": [[-0.1, -0.1, 0.0], [-0.4, -0.2, 0.3], [-0.3, 0.8, 0.0], [0.1, -0.2, 0.0], [-0.1, 0.0, -0.2], [-0.4, 0.0, -0.6], [0.1, 0.2, 0.1], [0.8, -0.1, 0.2], [-0.4, -1.3, -0.1], [0.5, -0.1, 0.4], [0.5, -0.3, 0.3], [-0.4, 0.9, -1.7], [0.3, 0.4, 0.2], [-0.7, 1.0, -0.4], [0.2, 1.8, 1.3], [-0.2, 0.2, 0.2], [0.2, 0.1, 0.5], [1.3, -0.8, 0.6], [0.7, 1.0, 0.3], [0.1, -0.2, 0.6], [0.1, -0.6, 0.6], [0.7, 0.6, -0.1], [-1.5, -0.3, -0.9], [-0.6, -0.5, -0.2], [0.3, 1.2, 0.0], [0.8, 1.0, 1.2], [0.8, -1.1, -0.1], [-1.0, -0.5, 0.2], [-0.1, -0.5, -1.3], [1.4, 0.6, 1.0], [0.2, -0.1, 0.7], [0.6, -0.4, -0.4], [-0.6, -1.1, -0.1], [-1.1, -0.3, -0.5], [0.7, 0.8, 0.6], [1.2, 0.6, -0.7], [1.0, -0.4, 0.5], [-1.3, 1.5, -0.4], [-0.7, 0.6, -0.3], [-0.8, -0.2, -0.5], [-0.1, -1.5, 0.3], [0.0, 0.3, -0.1], [-0.4, -0.2, 0.2], [-0.2, -0.1, 0.0], [-0.2, 0.1, -0.2], [0.0, -0.1, -0.1], [0.0, -0.1, 0.2], [-0.1, -0.5, -0.1], [0.0, 0.1, -0.2], [0.0, 0.0, 0.0], [0.0, 0.1, -0.2], [0.2, 0.2, 0.0], [-0.3, 0.0, -0.4], [-0.1, 0.1, -0.2], [-0.4, 0.0, 0.0], [0.3, 0.1, -0.1], [0.5, -0.2, 0.0], [-0.3, 0.4, 0.0], [0.3, 0.0, 0.3], [0.1, -0.5, 0.7], [0.1, 0.0, -0.1], [0.3, -0.7, -0.1], [0.0, -0.3, -0.3], [0.1, 0.1, -0.1], [0.1, 0.2, 0.2], [0.1, 0.1, -0.1], [0.1, -0.8, -0.6], [-0.3, -0.2, 0.6], [0.1, -0.2, 0.4], [0.0, 0.0, -0.1], [-0.5, 0.3, -0.3], [0.2, -0.1, -0.1], [0.0, 0.0, -0.2], [-0.1, 0.2, 0.0], [0.1, -0.1, 0.2], [0.3, 0.0, 0.1], [-0.4, 0.1, 0.1], [0.4, 0.0, 0.4], [0.2, 0.1, 0.2], [0.1, -0.2, -0.2], [-0.3, 0.0, 0.3], [-0.3, 0.1, -0.3], [-0.1, 0.0, -0.1], [0.1, -0.2, 0.2], [-0.2, 0.4, -0.2], [0.2, 0.0, -0.3], [-0.1, 0.2, -0.3], [0.5, -0.4, 0.5], [-0.2, 0.0, 0.1], [0.1, -0.1, 0.1], [-0.3, 0.1, -0.3], [-0.5, -0.7, -0.3], [-0.1, 0.1, -0.1], [-0.5, -0.8, 0.2], [-0.1, -0.1, 0.1], [0.0, 0.1, 0.0], [0.1, 0.0, 0.0], [-0.3, 0.0, 0.3], [0.0, -0.3, 0.1], [-0.2, 0.0, -0.2], [0.0, 0.1, 0.1], [0.2, 0.2, -0.3], [0.5, 0.1, -0.1], [-0.2, 0.1, -0.3], [0.1, 0.2, 0.0], [-0.1, 0.2, 0.2], [0.1, -0.1, -0.2], [0.3, 0.1, -0.1], [0.0, -0.2, -0.2], [-0.2, 0.0, 0.1]], "homo_ev": -8.427, "de_lowest_kj_mol": 16.77, "smiles": "CC1(C)CCCC(C)(C)N1O.CC1(C)CCCC(C)(C)N1O.CC1(C)CCCC(C)(C)N1O.OCCO.OCCO", "homo_lumo_gap_ev": 8.864, "total_energy_ha": -1913.3239}

***

{"formula": "C31H70BI2N4O10P2", "method": "ωB97M-V/def2-TZVPD", "elements": ["I", "I", "P", "P", "O", "O", "O", "O", "O", "O", "O", "O", "O", "O", "N", "N", "N", "N", "C", "C", "C", "C", "C", "C", "C", "C", "C", "C", "C", "C", "C", "C", "C", "C", "C", "C", "C", "C", "C", "C", "C", "C", "C", "C", "C", "C", "C", "C", "C", "B", "H", "H", "H", "H", "H", "H", "H", "H", "H", "H", "H", "H", "H", "H", "H", "H", "H", "H", "H", "H", "H", "H", "H", "H", "H", "H", "H", "H", "H", "H", "H", "H", "H", "H", "H", "H", "H", "H", "H", "H", "H", "H", "H", "H", "H", "H", "H", "H", "H", "H", "H", "H", "H", "H", "H", "H", "H", "H", "H", "H", "H", "H", "H", "H", "H", "H", "H", "H", "H", "H"], "xyz": [[-4.794, -0.902, 0.758], [-3.377, 2.047, 1.435], [6.293, 3.437, -1.503], [2.870, 6.205, 4.058], [2.001, 4.810, 3.519], [7.832, 2.810, -1.621], [2.290, 6.955, 2.687], [4.181, 5.499, 3.333], [3.648, 7.454, 4.540], [6.367, 3.789, 0.113], [-3.008, -3.027, 3.831], [6.720, 4.852, -1.963], [5.816, 1.855, -0.990], [-8.248, -5.781, -1.837], [-2.460, -3.291, -1.044], [-2.021, -4.803, 0.715], [-0.474, -2.782, 3.354], [-2.243, -2.315, 1.419], [0.587, 4.911, 3.426], [-6.378, -4.889, -0.428], [-2.404, -5.197, -2.870], [9.719, 4.168, -2.227], [7.061, -0.151, -1.414], [-1.607, -4.460, -1.596], [-0.840, 0.698, 2.527], [-2.964, 0.303, -2.517], [-2.388, 0.220, 2.281], [-3.194, -1.309, -2.584], [-9.143, -3.922, -3.435], [-3.320, -1.663, -4.216], [-3.169, -5.580, 1.292], [-1.936, -2.212, -1.947], [1.862, 8.307, 2.753], [5.310, 4.536, 0.684], [4.656, 3.485, 4.566], [-1.361, -5.589, -0.385], [2.904, 9.203, 2.106], [-2.578, -0.895, 1.074], [-2.246, -3.302, 0.424], [4.116, 3.647, 0.960], [-4.228, -6.253, 0.269], [-6.771, -5.789, -1.781], [-5.809, -5.948, 0.724], [5.976, 0.788, -1.914], [8.664, 3.188, -2.708], [-8.719, -5.501, -3.211], [0.174, 4.854, 1.965], [5.137, 4.861, 4.157], [-1.594, -5.116, -4.288], [-1.914, -2.702, 2.885], [3.677, 3.287, 0.024], [-0.937, -6.088, -4.494], [6.208, 1.164, -2.914], [3.347, 4.192, 1.515], [-7.962, -5.836, -4.050], [9.151, 2.282, -3.082], [-2.015, 0.567, -3.165], [-0.088, -1.851, 3.646], [-6.270, -5.298, -2.733], [5.443, 2.941, 5.096], [-6.364, -6.998, 0.686], [1.653, 8.611, 3.785], [3.785, 3.560, 5.225], [4.349, 2.903, 3.691], [-2.000, -0.428, 0.171], [-1.391, -2.613, -2.933], [3.036, 8.933, 1.052], [3.883, 9.092, 2.582], [-0.460, -4.216, -1.822], [-0.718, 1.876, 2.400], [-0.599, 0.484, 3.673], [-2.796, 0.762, -1.458], [6.059, 4.768, 3.573], [-3.392, -4.541, -3.012], [0.152, -3.256, 2.667], [0.500, 5.742, 1.418], [-1.632, -6.702, -0.598], [-2.794, -6.280, -2.583], [-4.094, -7.435, 0.328], [10.346, 3.704, -1.457], [-8.668, -3.179, -2.665], [-4.236, -1.682, -2.139], [5.022, 0.255, -1.966], [-2.423, -5.077, -5.145], [-9.704, -6.133, -3.366], [4.413, 2.764, 1.536], [-7.269, -4.231, -0.046], [6.877, -0.432, -0.369], [0.921, 8.385, 2.200], [-0.911, 4.773, 1.872], [-3.918, 0.867, -2.964], [-5.445, -4.218, -0.745], [9.268, 5.054, -1.770], [-4.144, -5.962, -0.856], [-3.018, 0.022, 3.242], [-2.696, -6.403, 2.017], [10.359, 4.490, -3.053], [0.637, 3.993, 1.466], [-8.871, -3.582, -4.522], [-0.941, -4.149, -4.432], [0.162, 4.057, 3.962], [8.046, 0.319, -1.441], [5.680, 4.955, 1.625], [-2.236, -1.644, -4.712], [-3.887, -0.738, -4.714], [-6.321, -6.875, -1.695], [0.225, 5.825, 3.905], [7.097, -1.059, -2.021], [-5.872, -5.518, 1.812], [2.606, 10.253, 2.165], [-3.799, -4.876, 2.023], [-0.072, 0.085, 1.880], [5.359, 5.478, 5.033], [-10.320, -3.839, -3.319], [-3.868, -2.677, -4.421], [8.077, 3.601, -3.536], [-2.913, -4.003, 4.053], [5.037, 5.372, 0.032], [-0.230, -5.584, -0.080], [-1.098, -1.517, -1.456]], "atomic_forces_ev_per_a": [[0.6, -0.8, -0.2], [0.7, -0.2, 0.6], [7.5, 0.7, 6.0], [4.2, 1.9, -8.3], [0.1, 1.1, 3.2], [-1.1, -0.8, -1.0], [-1.2, -0.6, 1.1], [-0.5, -0.3, 1.0], [-2.5, -2.2, 3.3], [-0.8, -0.2, -0.6], [2.5, -0.6, -2.9], [-3.9, -1.6, -2.1], [-1.7, 2.0, -2.2], [1.9, 0.1, -2.4], [4.2, -0.2, 1.8], [-1.5, 1.6, 1.2], [-1.5, 0.6, -1.4], [0.1, -2.2, -3.1], [-0.7, -0.2, -0.1], [1.0, -1.1, -0.1], [-0.6, 1.7, -0.1], [0.1, 0.1, 0.1], [0.3, 0.0, 0.2], [0.9, -4.2, -0.2], [0.2, -0.1, 1.4], [-0.3, 0.2, -0.2], [0.4, 0.2, -0.5], [-0.3, -0.4, -1.2], [-0.6, -0.1, -0.1], [0.5, 1.2, 0.2], [-1.1, 0.1, 2.3], [-0.3, 3.4, -2.0], [0.2, 0.7, -0.2], [-0.2, 0.2, 0.5], [-0.1, -0.3, 0.1], [1.4, 2.8, -0.4], [0.2, 0.0, -0.1], [-0.5, 1.8, 0.6], [0.1, -2.7, -1.4], [-0.4, -0.1, 0.0], [-0.9, -1.4, 0.5], [0.3, 1.1, 0.9], [0.5, 0.0, -0.9], [0.0, -0.7, -0.2], [0.6, 0.4, -0.2], [-1.2, 0.2, -0.7], [0.1, 0.1, -0.3], [0.4, -0.3, 0.2], [-0.7, -0.7, -0.8], [0.0, -1.4, 2.8], [0.0, 0.0, 0.0], [-1.3, 2.3, 0.6], [0.1, -0.1, 0.0], [0.1, -0.1, -0.1], [-1.3, 0.6, 1.9], [-0.1, -0.1, 0.1], [-1.9, -0.5, 1.2], [-0.3, -1.4, -0.2], [-1.3, -0.9, 1.8], [-0.1, 0.1, 0.0], [0.9, 2.5, 0.1], [0.2, 0.0, -0.2], [0.1, -0.1, 0.0], [0.1, 0.1, 0.2], [-1.3, -1.4, 1.5], [-1.4, 0.4, 2.6], [-0.1, 0.1, 0.1], [-0.2, 0.0, 0.1], [-2.9, 0.3, 0.0], [-0.2, -2.8, 0.0], [-0.3, 0.4, -2.4], [-0.3, -1.0, -1.8], [-0.1, 0.1, 0.1], [2.0, -1.4, 0.3], [-0.5, 1.0, 0.6], [0.0, -0.1, 0.2], [-0.3, 2.4, 0.7], [1.2, 2.3, -0.7], [-0.1, 2.5, -0.2], [-0.1, 0.0, -0.2], [-0.7, -1.6, -1.4], [2.5, 1.1, -0.6], [0.0, 0.1, -0.1], [1.9, -0.2, 1.8], [2.1, 1.2, 0.4], [0.0, 0.1, -0.1], [1.7, -1.4, -1.0], [-0.1, 0.0, -0.2], [0.0, -0.1, 0.0], [0.0, -0.1, 0.1], [2.2, -1.3, 0.9], [-2.1, -1.1, 0.9], [-0.1, -0.1, -0.2], [0.2, -0.3, 2.2], [1.3, 0.0, -1.8], [-1.0, 1.6, -1.7], [0.0, -0.1, 0.1], [-0.1, 0.0, 0.2], [-0.5, -0.6, 2.1], [-1.2, -2.0, 0.6], [0.0, 0.1, 0.1], [-0.2, 0.0, -0.1], [0.0, -0.1, -0.4], [-2.3, -0.3, 1.1], [1.0, -2.3, 1.0], [-1.1, 2.0, -0.1], [-0.1, 0.0, -0.1], [-0.1, 0.1, 0.0], [0.2, -0.8, -2.1], [0.0, -0.1, 0.0], [1.4, -1.3, -1.7], [-1.6, 1.4, 1.1], [0.1, 0.0, -0.1], [2.5, -0.1, -0.2], [1.1, 2.0, 0.3], [0.1, 0.1, 0.2], [0.1, 1.8, 0.2], [0.0, 0.0, 0.1], [-2.0, -0.2, -0.9], [-1.9, -1.5, -0.7]], "charge": 1, "homo_ev": -11.002, "homo_lumo_gap_ev": 7.069, "total_energy_ha": -3496.8888}